{
  "formula": "C31H44BBrClN6O2Pd",
  "method": "ωB97M-V with the def2-TZVPD basis set",
  "symbols": ["Pd", "C", "C", "C", "C", "N", "N", "B", "N", "N", "C", "C", "C", "C", "C", "C", "C", "C", "N", "N", "C", "C", "C", "C", "C", "C", "C", "C", "C", "C", "C", "C", "H", "H", "H", "H", "H", "H", "H", "H", "H", "H", "H", "H", "H", "H", "H", "H", "H", "H", "H", "H", "H", "H", "H", "H", "H", "H", "H", "H", "H", "H", "H", "H", "H", "H", "H", "H", "H", "H", "H", "H", "Br", "C", "C", "C", "C", "C", "C", "C", "O", "O", "H", "H", "H", "H", "Cl"],
  "xyz": [[15.20587, 8.72493, 8.92658], [14.71346, 12.96715, 11.72232], [14.90801, 12.22279, 10.41062], [14.40263, 12.54628, 9.15994], [14.94013, 11.66433, 8.25812], [15.72994, 10.74687, 8.96021], [15.68994, 11.09825, 10.30042], [16.86801, 10.70309, 11.12845], [16.50132, 10.05542, 12.49670], [15.48918, 9.06889, 12.41623], [15.13447, 8.77121, 13.71635], [16.02885, 9.35592, 14.62140], [16.90338, 10.15859, 13.84255], [18.09748, 10.98053, 14.37363], [14.13543, 7.70910, 13.91901], [12.84950, 7.96434, 13.14411], [14.64177, 6.24961, 13.58086], [13.81110, 7.75433, 15.46170], [17.67572, 9.64746, 10.25858], [17.10558, 8.57855, 9.36924], [17.98418, 7.62599, 9.21686], [19.13998, 7.95226, 10.01768], [18.94661, 9.25818, 10.51628], [20.07610, 10.01951, 11.25462], [18.10680, 6.46720, 8.33603], [17.09383, 6.30868, 7.17051], [18.01880, 5.14350, 9.12752], [19.50189, 6.37952, 7.57252], [14.88670, 11.68555, 6.71816], [15.42587, 13.07667, 6.11610], [15.72848, 10.53575, 6.14860], [13.33490, 11.70673, 6.37110], [13.72981, 13.48964, 11.67918], [15.57581, 13.57692, 11.95116], [14.60088, 12.18560, 12.45260], [13.68251, 13.29099, 8.95688], [17.52396, 11.67094, 11.47273], [16.13290, 9.41891, 15.71474], [18.17581, 10.74554, 15.47139], [17.96546, 12.07972, 14.41498], [18.97970, 10.60484, 13.92528], [12.08952, 7.32863, 13.52635], [13.04161, 7.65664, 12.06685], [12.50974, 9.04606, 13.06311], [15.15074, 6.25568, 12.59846], [13.70284, 5.63796, 13.49434], [15.28629, 5.73855, 14.32052], [13.23663, 8.70947, 15.76199], [14.66220, 7.68481, 16.10389], [13.14312, 6.90850, 15.68418], [19.93292, 7.30637, 10.34604], [19.88322, 11.04927, 11.22453], [20.95425, 9.84352, 10.62570], [20.18114, 9.55909, 12.21175], [16.00512, 6.06927, 7.52563], [17.32825, 5.43367, 6.52246], [17.14110, 7.26623, 6.61482], [16.96888, 5.00763, 9.37845], [18.50721, 5.15276, 10.16896], [18.45023, 4.34168, 8.52604], [19.84301, 7.37232, 7.32184], [19.39134, 5.75540, 6.70991], [20.35628, 6.01678, 8.17886], [16.55523, 13.08265, 6.16562], [15.07404, 13.79049, 6.80582], [15.02470, 13.16786, 5.07604], [16.65596, 10.43781, 6.69982], [16.00573, 10.68458, 5.07346], [15.21750, 9.52439, 6.19349], [13.26131, 11.48232, 5.23725], [12.95567, 12.73658, 6.53319], [12.66485, 11.01808, 6.93769], [10.52054, 10.62481, 8.76173], [10.37756, 8.77753, 8.56872], [9.12590, 8.15459, 8.76427], [8.91990, 6.77573, 8.64343], [9.85996, 5.99424, 8.16879], [11.05942, 6.58090, 7.78851], [11.32421, 7.91654, 7.99468], [12.81261, 8.43808, 7.88100], [13.50186, 8.11407, 6.88159], [13.24834, 9.12477, 8.92434], [8.28364, 8.69764, 9.12594], [7.88593, 6.42891, 8.90861], [9.80785, 4.88123, 8.00966], [11.86368, 5.87438, 7.55404], [14.80267, 6.33034, 9.51299]],
  "atomic_forces_ev_per_a": [[-0.842, -1.254, 0.233], [-1.003, -1.124, -1.217], [0.246, -0.348, 0.398], [0.151, -0.023, 0.927], [2.419, -1.887, 0.337], [-1.186, 3.379, -1.244], [-1.825, 2.015, -2.002], [1.325, -0.844, 1.110], [-1.187, -2.290, 1.956], [0.204, 1.855, 2.334], [2.079, -0.199, -3.200], [1.639, 1.953, -0.460], [-1.032, 0.281, -1.094], [-2.100, -0.410, 1.674], [-0.350, -0.626, 2.452], [0.803, 0.968, -2.460], [-0.864, 0.228, -0.500], [-2.060, 0.713, -0.576], [0.673, -1.834, -1.620], [2.342, 1.551, 1.579], [2.924, 1.565, 2.393], [-0.850, 1.561, 0.122], [0.045, -1.852, 0.191], [-1.248, -1.815, -2.044], [0.212, -3.273, -2.079], [-2.000, 0.124, 0.527], [0.088, 0.389, 2.031], [0.279, 1.087, 1.759], [-0.973, 0.475, 0.337], [0.941, -2.578, 0.221], [-0.787, -1.202, -0.974], [0.458, -0.485, -1.708], [0.995, 0.066, 0.051], [-0.001, 0.389, 0.138], [0.113, -0.152, 0.765], [-0.446, 0.824, -0.115], [0.336, -0.115, -0.520], [-0.459, -0.535, -0.684], [-0.053, -0.111, -0.931], [0.205, -0.547, -0.843], [1.062, 0.292, -0.593], [-0.945, -0.428, 0.354], [-0.308, 0.346, 1.097], [0.497, -1.262, 0.539], [-0.334, -0.053, 0.405], [0.894, 0.301, -0.037], [-0.194, 0.689, -0.099], [0.868, -1.291, -0.604], [0.722, -0.135, 0.221], [0.114, 0.182, 0.080], [0.418, -0.047, -0.562], [-0.301, 1.460, 0.576], [0.068, -0.049, 0.399], [0.298, 0.171, 0.829], [2.056, 0.938, -0.527], [0.293, 0.769, 0.360], [-0.380, -0.619, -0.227], [-0.072, -0.480, -0.245], [-0.173, 0.188, -1.611], [-0.239, -0.096, 0.127], [-0.109, 0.448, -0.640], [0.023, -0.250, -0.461], [-0.694, -0.187, 0.060], [-1.168, 0.040, -0.341], [-0.518, 1.417, 0.328], [0.489, 0.174, 0.917], [0.228, 0.124, 0.159], [-0.393, 0.127, 0.758], [0.353, 1.191, 0.067], [-0.176, 0.324, 1.725], [0.171, -0.495, -0.089], [0.938, 0.333, -0.445], [0.094, 0.275, 0.185], [-2.060, -2.456, -1.058], [0.723, 0.453, 0.643], [-3.945, 2.055, 1.244], [2.632, -3.114, -1.810], [0.967, -0.872, 0.502], [2.565, 1.839, 0.671], [-0.119, -0.264, 0.140], [-0.741, 0.676, 1.769], [-2.672, -1.355, -2.419], [-0.341, 0.684, 0.184], [1.167, 0.129, -0.239], [-0.367, 1.305, 0.409], [-0.033, 0.748, -0.352], [-0.568, -0.142, 0.348]],
  "total_charge": -1,
  "spin_multiplicity": 3,
  "de_lowest_kcal_mol": 33.4,
  "s2": 2.007,
  "gap_ev": [6.42, 7.03],
  "energy_ha": -4873.64933
}